No. 1
The following is a quantum chemistry calculation of a molecular structure, C32H28BF5N7RuS, from the OMol25 dataset.

Each line ends with the Löwdin charge.
Cartesian coordinates (Å):
1 Ru -0.731 1.009 1.177  1.25
2 B -1.591 -1.308 3.987  -0.41
3 N -2.324 0.042 3.740  -0.06
4 C -3.232 0.474 4.614  -0.08
5 C -3.849 1.603 4.110  -0.03
6 C -3.230 1.798 2.889  -0.16
7 N -2.316 0.845 2.652  -0.06
8 N -0.417 -1.568 2.988  -0.07
9 C 0.312 -2.676 3.083  -0.09
10 C 1.367 -2.612 2.186  -0.04
11 C 1.200 -1.392 1.559  -0.17
12 N 0.108 -0.763 2.033  -0.07
13 H -1.127 -1.257 5.101  0.07
14 H -2.378 -2.224 3.870  0.07
15 H -3.383 -0.064 5.535  0.13
16 H -4.611 2.205 4.570  0.10
17 H -3.403 2.578 2.173  0.09
18 H 0.037 -3.433 3.798  0.13
19 H 2.143 -3.338 2.024  0.10
20 H 1.790 -0.920 0.794  0.09
21 N -2.406 1.452 -0.083  0.01
22 C -3.707 0.834 0.098  -0.29
23 C -3.816 -0.516 0.389  -0.04
24 C -5.069 -1.078 0.562  -0.06
25 C -6.212 -0.296 0.454  -0.08
26 C -6.094 1.055 0.169  -0.07
27 C -4.840 1.620 -0.012  -0.04
28 H -2.498 2.457 -0.178  0.09
29 H -2.005 1.091 -0.939  0.07
30 H -2.925 -1.112 0.526  0.09
31 H -5.151 -2.131 0.798  0.11
32 H -7.189 -0.737 0.600  0.10
33 H -6.977 1.674 0.081  0.11
34 H -4.744 2.678 -0.234  0.12
35 C 1.142 1.333 0.461  -0.18
36 C 2.296 1.465 0.115  -0.11
37 C 3.667 1.617 -0.289  -0.24
38 C 4.178 0.872 -1.354  -0.05
39 C 5.505 0.996 -1.732  -0.09
40 C 6.344 1.867 -1.051  -0.10
41 C 5.844 2.616 0.007  -0.08
42 C 4.517 2.496 0.385  -0.03
43 H 3.520 0.191 -1.884  0.10
44 H 5.888 0.407 -2.556  0.10
45 H 7.382 1.964 -1.343  0.10
46 H 6.493 3.298 0.541  0.10
47 H 4.122 3.080 1.205  0.11
48 S 0.154 -2.678 -4.716  0.98
49 C -0.141 -1.778 -3.192  -0.50
50 C -0.524 -2.442 -2.040  -0.05
51 C -0.701 -1.704 -0.877  -0.12
52 N -0.523 -0.386 -0.829  -0.02
53 C -0.144 0.250 -1.943  -0.13
54 C 0.044 -0.404 -3.149  -0.05
55 C 1.889 -3.012 -4.428  -0.52
56 C 2.854 -2.118 -4.864  -0.08
57 C 4.181 -2.376 -4.546  -0.14
58 N 4.580 -3.434 -3.846  0.07
59 C 3.643 -4.293 -3.453  -0.14
60 C 2.290 -4.133 -3.719  -0.08
61 H -0.676 -3.512 -2.035  0.11
62 H -0.974 -2.191 0.052  0.11
63 H 0.041 1.314 -1.843  0.11
64 H 0.352 0.147 -4.026  0.11
65 H 2.583 -1.243 -5.439  0.10
66 H 4.958 -1.692 -4.870  0.11
67 H 3.988 -5.155 -2.894  0.11
68 H 1.570 -4.867 -3.384  0.10
69 F -1.912 3.734 1.037  -0.04
70 C -0.724 3.106 1.468  -0.40
71 F -0.698 3.325 2.819  0.04
72 C 0.335 4.089 0.905  -0.61
73 F -0.055 5.358 1.134  0.14
74 F 0.461 3.960 -0.423  0.13
75 F 1.521 3.945 1.486  0.15

Its spin multiplicity is 2. Its calculated total energy is -71748.6695 eV. Its orbital gap (spin up / spin down) is 0.2709 / 0.2692 Eh. The relative energy (zero: lowest compared OMol25 entry of this formula, charge and spin) comes out at 0.678 eV. The LUMO energy (spin up / spin down) is -0.507 / -0.486 eV. The value obtained for the molar mass is 749.6 g/mol.

---

No. 2
The following is a quantum chemistry calculation of a molecular structure, C32H28F3N6S2Ti, from the OMol25 dataset.

Each line ends with the Löwdin charge.
Cartesian coordinates (Å):
1 Ti -0.353 -0.186 -0.336  0.70
2 C 2.100 -1.754 1.492  -0.14
3 C 2.484 -0.290 1.679  -0.10
4 C 1.423 0.503 2.387  -0.26
5 C 1.711 1.092 3.613  0.00
6 C 0.745 1.832 4.269  -0.03
7 C -0.491 1.976 3.663  -0.04
8 C -0.701 1.366 2.443  -0.14
9 N 0.216 0.621 1.806  0.05
10 N 1.077 -2.021 0.452  -0.20
11 C 0.231 -3.130 0.907  -0.13
12 C -0.924 -3.376 -0.020  -0.27
13 C -1.502 -4.631 -0.131  0.00
14 C -2.614 -4.786 -0.941  -0.03
15 C -3.103 -3.681 -1.616  -0.03
16 C -2.457 -2.468 -1.461  -0.14
17 N -1.383 -2.308 -0.679  0.02
18 C 1.728 -2.402 -0.816  -0.12
19 C 2.391 -1.224 -1.465  -0.26
20 C 3.609 -1.336 -2.113  0.00
21 C 4.144 -0.218 -2.732  -0.03
22 C 3.442 0.973 -2.671  -0.03
23 C 2.233 1.000 -1.998  -0.10
24 N 1.707 -0.075 -1.402  0.02
25 H 1.719 -2.124 2.445  0.13
26 H 2.998 -2.339 1.268  0.13
27 H 2.724 0.179 0.727  0.11
28 H 3.393 -0.264 2.281  0.12
29 H 2.697 0.969 4.040  0.12
30 H 0.957 2.294 5.224  0.12
31 H -1.280 2.563 4.111  0.12
32 H -1.641 1.503 1.932  0.10
33 H -0.167 -2.860 1.889  0.13
34 H 0.812 -4.053 1.038  0.14
35 H -1.082 -5.467 0.412  0.12
36 H -3.086 -5.754 -1.047  0.12
37 H -3.967 -3.749 -2.262  0.12
38 H -2.799 -1.580 -1.977  0.05
39 H 0.962 -2.776 -1.498  0.13
40 H 2.450 -3.212 -0.654  0.14
41 H 4.125 -2.287 -2.131  0.12
42 H 5.094 -0.276 -3.247  0.12
43 H 3.815 1.875 -3.134  0.12
44 H 1.661 1.914 -1.926  0.11
45 S -1.247 0.293 -2.810  0.62
46 C -0.997 1.843 -2.145  -1.17
47 N -0.494 1.998 -0.935  -0.11
48 C -0.303 3.339 -0.618  -0.31
49 C 0.320 3.841 0.525  -0.02
50 C 0.448 5.210 0.672  -0.07
51 C -0.027 6.089 -0.303  -0.08
52 C -0.619 5.605 -1.455  -0.08
53 C -0.744 4.230 -1.606  -0.46
54 S -1.377 3.336 -2.960  1.06
55 H 0.715 3.168 1.272  0.09
56 H 0.931 5.608 1.555  0.11
57 H 0.082 7.156 -0.164  0.11
58 H -0.969 6.281 -2.225  0.11
59 F -6.769 -0.337 3.025  0.15
60 C -6.657 -0.021 1.728  -0.59
61 F -7.255 1.159 1.535  0.16
62 F -7.336 -0.942 1.027  0.16
63 C -5.211 0.015 1.295  -0.09
64 C -4.805 0.849 0.269  0.05
65 C -3.479 0.813 -0.131  -0.09
66 N -2.573 0.009 0.433  -0.02
67 C -2.981 -0.785 1.429  -0.12
68 C -4.281 -0.819 1.895  0.04
69 H -5.500 1.517 -0.221  0.13
70 H -3.134 1.440 -0.940  0.09
71 H -2.224 -1.422 1.872  0.11
72 H -4.557 -1.478 2.706  0.13

Its spin multiplicity is 3. Its calculated total energy is -95517.2651 eV. As for the charge: +1. Its orbital gap (spin up / spin down) is 0.2399 / 0.2775 Eh. The relative energy (zero: lowest compared OMol25 entry of this formula, charge and spin) comes out at 0.000 eV. The LUMO energy (spin up / spin down) is -2.394 / -2.476 eV. The value obtained for the molar mass is 665.6 g/mol.

---

No. 3
The following is a quantum chemistry calculation of a molecular structure, C32H28FeN5PS2, from the OMol25 dataset.

Each line ends with the Löwdin charge.
Cartesian coordinates (Å):
1 Fe -0.329 -0.257 0.061  0.50
2 C -0.273 -2.399 -6.115  -0.03
3 C -0.173 -1.541 -4.898  -0.25
4 C -0.906 -0.363 -4.767  -0.01
5 C -0.767 0.442 -3.659  0.00
6 C 0.104 0.099 -2.609  -0.23
7 N 0.282 0.925 -1.513  0.05
8 C 0.773 2.176 -1.589  -0.18
9 C 1.244 2.741 -2.799  0.03
10 C 1.785 4.000 -2.850  -0.01
11 C 1.937 4.769 -1.694  -0.23
12 C 2.585 6.112 -1.734  -0.02
13 C 1.497 4.227 -0.492  0.04
14 C 0.903 2.977 -0.419  -0.08
15 N 0.479 2.528 0.851  -0.07
16 C 0.047 3.317 1.859  -0.02
17 C -0.061 2.532 2.986  -0.01
18 C 0.323 1.258 2.572  -0.12
19 N 0.639 1.263 1.280  0.00
20 C 0.807 -1.132 -2.716  -0.11
21 C 0.661 -1.916 -3.850  0.04
22 N 1.686 -1.580 -1.699  -0.08
23 C 2.901 -2.149 -1.850  -0.03
24 C 3.350 -2.503 -0.598  -0.02
25 C 2.331 -2.118 0.272  -0.10
26 N 1.330 -1.573 -0.403  0.01
27 H -0.594 -1.820 -6.975  0.09
28 H -0.993 -3.201 -5.958  0.10
29 H 0.690 -2.851 -6.336  0.09
30 H -1.582 -0.070 -5.555  0.13
31 H -1.330 1.362 -3.581  0.13
32 H 1.181 2.145 -3.697  0.12
33 H 2.125 4.397 -3.795  0.13
34 H 2.488 6.552 -2.722  0.09
35 H 3.649 6.035 -1.509  0.10
36 H 2.141 6.779 -1.000  0.09
37 H 1.649 4.785 0.421  0.13
38 H -0.193 4.351 1.715  0.14
39 H -0.370 2.831 3.964  0.11
40 H 0.421 0.358 3.149  0.12
41 H 1.206 -2.846 -3.913  0.13
42 H 3.381 -2.249 -2.804  0.13
43 H 4.275 -2.975 -0.341  0.11
44 H 2.278 -2.213 1.338  0.12
45 S -5.155 -0.280 -0.278  0.16
46 P -4.180 -1.362 1.063  0.11
47 S -2.145 -1.077 0.991  0.32
48 C -4.651 -0.996 2.792  -0.38
49 C -3.748 -0.476 3.705  -0.12
50 C -4.150 -0.253 5.009  -0.08
51 C -5.446 -0.543 5.397  -0.08
52 C -6.352 -1.045 4.476  -0.07
53 C -5.958 -1.274 3.171  -0.08
54 C -4.420 -3.163 0.889  -0.39
55 C -3.624 -3.978 1.686  -0.11
56 C -3.734 -5.350 1.585  -0.08
57 C -4.646 -5.907 0.702  -0.08
58 C -5.443 -5.092 -0.083  -0.07
59 C -5.332 -3.714 0.002  -0.09
60 H -2.739 -0.247 3.390  0.04
61 H -3.447 0.152 5.720  0.10
62 H -5.755 -0.372 6.416  0.11
63 H -7.366 -1.252 4.777  0.11
64 H -6.659 -1.658 2.443  0.11
65 H -2.918 -3.520 2.364  0.09
66 H -3.112 -5.983 2.198  0.10
67 H -4.747 -6.980 0.639  0.11
68 H -6.156 -5.533 -0.763  0.11
69 H -5.944 -3.071 -0.615  0.08

Its spin multiplicity is 6. Its calculated total energy is -106430.9767 eV. As for the charge: +1. Its orbital gap (spin up / spin down) is 0.2673 / 0.1643 Eh. The relative energy (zero: lowest compared OMol25 entry of this formula, charge and spin) comes out at 0.000 eV. The LUMO energy (spin up / spin down) is -2.526 / -5.369 eV. The value obtained for the molar mass is 633.6 g/mol.